Entry from the OMol25 dataset: a structure of composition C21H14CoN4O4S (ωB97M-V with the def2-TZVPD basis set).

Last column: Mulliken charge in e.
Positions of all 45 atoms, in Å:
1 Co 1.06 -0.75 0.08  -0.90
2 O -4.08 -0.11 1.05  -0.69
3 C -4.07 -0.96 0.01  0.29
4 C -5.31 -1.37 -0.50  -0.63
5 C -5.37 -2.25 -1.57  -0.31
6 C -4.20 -2.73 -2.15  -0.75
7 C -2.98 -2.32 -1.66  -0.49
8 C -2.89 -1.44 -0.58  0.25
9 C -1.56 -1.03 -0.10  1.20
10 O -0.52 -1.49 -0.69  -0.68
11 N -1.50 -0.20 0.93  -0.96
12 N -0.17 0.02 1.26  0.28
13 C 0.09 0.43 2.45  0.24
14 C 1.42 0.60 2.97  0.39
15 C 1.57 0.95 4.32  -0.73
16 C 2.80 1.10 4.90  -0.69
17 C 3.94 0.88 4.11  -0.37
18 C 3.84 0.54 2.78  -0.65
19 C 2.57 0.39 2.16  0.37
20 O 2.52 0.14 0.89  -0.42
21 H -3.13 0.08 1.28  0.63
22 H -6.20 -0.99 -0.03  0.41
23 H -6.33 -2.55 -1.95  0.36
24 H -4.25 -3.41 -2.99  0.40
25 H -2.05 -2.67 -2.09  0.45
26 H -0.75 0.60 3.11  0.36
27 H 0.67 1.11 4.91  0.31
28 H 2.90 1.36 5.95  0.38
29 H 4.93 0.99 4.55  0.35
30 H 4.71 0.38 2.17  0.44
31 N 1.27 4.29 -5.12  -0.59
32 C 1.21 3.49 -4.29  0.07
33 C 1.15 2.49 -3.26  0.53
34 C 0.33 2.69 -2.15  -0.92
35 C 0.28 1.73 -1.16  0.03
36 C 1.03 0.56 -1.25  1.30
37 C 1.84 0.37 -2.37  -0.62
38 C 1.90 1.32 -3.37  -0.89
39 H -0.25 3.60 -2.08  0.42
40 H -0.36 1.89 -0.30  0.45
41 H 2.43 -0.54 -2.46  0.46
42 H 2.53 1.17 -4.23  0.44
43 O 3.72 -3.03 -2.22  -0.56
44 S 3.11 -3.17 -0.89  0.13
45 N 2.14 -2.19 -0.41  -0.07

Summary:
- E_HOMO: -5.32 eV
- Relative energy (zero: lowest compared OMol25 entry of this formula, charge and spin): 2.0 kcal/mol
- DFT total energy: -3109.67730 hartree
- Kohn-Sham gap: 7.66 eV
- Charge: -1

***

Entry from the OMol25 dataset: a structure of composition C21H14N8OPbS5 in a non-equilibrium geometry (ωB97M-V with the def2-TZVPD basis set).

Last column: Mulliken charge in e.
Positions of all 50 atoms, in Å:
1 Pb -0.08 -0.12 -0.44  1.02
2 N 4.56 -0.14 0.12  0.13
3 C 3.44 -0.87 0.06  -0.38
4 N 2.41 -0.05 0.02  0.04
5 C 2.96 1.19 0.05  0.06
6 N 4.28 1.15 0.11  -0.62
7 C 2.18 2.41 0.00  0.30
8 C 2.78 3.67 0.10  -0.22
9 N 2.07 4.77 0.07  -0.53
10 C 0.76 4.67 -0.09  -0.47
11 C 0.15 3.42 -0.22  -0.20
12 N 0.85 2.30 -0.15  0.11
13 H 5.53 -0.44 0.15  0.21
14 H 3.40 -1.94 0.08  0.50
15 H 3.85 3.78 0.20  0.50
16 H 0.21 5.59 -0.12  0.41
17 H -0.91 3.34 -0.38  0.40
18 O -2.13 -7.14 -0.23  -0.39
19 C -1.86 -6.00 -0.12  0.56
20 S -0.27 -5.40 0.47  -0.01
21 C -0.61 -3.70 0.32  0.26
22 C -1.91 -3.34 -0.14  0.19
23 S -2.46 -1.78 -0.31  -0.33
24 S -2.99 -4.65 -0.51  0.00
25 S 0.59 -2.60 0.74  -0.21
26 N -1.57 0.97 3.76  -0.04
27 C -0.79 0.44 4.79  -0.07
28 C -1.12 0.73 6.11  -0.68
29 C -0.34 0.23 7.14  -0.67
30 C 0.77 -0.55 6.87  -0.72
31 C 1.10 -0.85 5.55  -0.73
32 C 0.33 -0.35 4.52  0.90
33 S 0.81 -0.68 2.84  0.05
34 N -0.34 0.16 1.94  0.07
35 C -1.32 0.85 2.44  0.88
36 C -2.26 1.51 1.51  0.62
37 C -3.28 2.36 1.94  -0.90
38 C -4.19 2.84 1.01  -0.65
39 C -4.05 2.48 -0.32  -0.68
40 C -2.97 1.68 -0.67  -0.50
41 N -2.10 1.21 0.22  0.10
42 H -2.39 1.48 4.06  0.06
43 H -1.99 1.34 6.32  0.43
44 H -0.60 0.47 8.16  0.42
45 H 1.38 -0.93 7.67  0.42
46 H 1.96 -1.46 5.33  0.44
47 H -3.37 2.67 2.97  0.48
48 H -5.00 3.48 1.33  0.49
49 H -4.75 2.81 -1.07  0.48
50 H -2.80 1.39 -1.70  0.49

Summary:
- E_HOMO: -13.04 eV
- Relative energy (zero: lowest compared OMol25 entry of this formula, charge and spin): 10.1 kcal/mol
- DFT total energy: -3505.25584 hartree
- Kohn-Sham gap: 4.77 eV
- Charge: +2

***

Entry from the OMol25 dataset: a structure of composition C21H15BrIrN3O4Se in a non-equilibrium geometry (ωB97M-V with the def2-TZVPD basis set).

Last column: Mulliken spin population.
Positions of all 46 atoms, in Å:
1 Ir -0.33 -1.13 0.12  0.21
2 C -2.30 1.75 -1.68  0.00
3 C -2.84 0.56 -0.98  0.01
4 N -2.19 -0.47 -0.44  0.02
5 C -3.15 -1.31 0.12  -0.01
6 C -4.38 -0.80 -0.12  0.02
7 N -4.16 0.36 -0.81  0.00
8 C -5.79 -1.16 0.24  0.00
9 O -5.96 -2.24 0.97  0.00
10 O -6.67 -0.43 -0.14  0.00
11 C -2.74 -2.52 0.86  -0.01
12 O -3.54 -3.21 1.46  0.00
13 O -1.45 -2.73 0.79  0.00
14 H -1.31 1.98 -1.31  0.00
15 H -2.95 2.61 -1.51  0.00
16 H -2.25 1.58 -2.75  0.00
17 H -4.93 0.96 -1.11  0.00
18 H -5.10 -2.68 1.19  0.00
19 Br 1.52 -2.58 0.87  0.00
20 C 2.87 -1.81 -0.22  0.00
21 C 4.17 -2.19 -0.07  0.00
22 C 5.13 -1.60 -0.92  0.00
23 C 4.74 -0.69 -1.86  0.00
24 C 3.38 -0.32 -2.00  0.00
25 C 2.97 0.58 -3.01  0.00
26 C 1.65 0.91 -3.17  0.00
27 C 0.69 0.36 -2.30  -0.01
28 C 1.01 -0.49 -1.25  0.00
29 C 2.40 -0.87 -1.15  0.00
30 H 4.46 -2.92 0.67  0.00
31 H 6.16 -1.89 -0.83  0.00
32 H 5.47 -0.24 -2.52  0.00
33 H 3.72 1.00 -3.68  0.00
34 H 1.35 1.58 -3.96  0.00
35 H -0.34 0.61 -2.47  -0.01
36 Se -0.76 -0.60 2.39  0.77
37 C 0.36 0.90 2.71  0.02
38 C -0.07 2.17 2.40  -0.02
39 C 0.74 3.24 2.77  0.01
40 N 1.91 3.09 3.39  0.00
41 C 2.31 1.85 3.68  0.01
42 C 1.57 0.71 3.36  0.02
43 H -1.01 2.35 1.89  -0.01
44 H 0.44 4.25 2.55  0.00
45 H 3.26 1.76 4.19  0.00
46 H 1.94 -0.27 3.63  -0.02

Summary:
- E_HOMO (alpha / beta): -11.74 / -11.70 eV
- Multiplicity: 2
- Relative energy (zero: lowest compared OMol25 entry of this formula, charge and spin): 38.0 kcal/mol
- DFT total energy: -6354.03725 hartree
- Kohn-Sham gap (alpha / beta): 6.48 / 5.25 eV
- Charge: +1
- ⟨S²⟩: 0.76

***

Entry from the OMol25 dataset: a structure of composition C21H15FO2STc in a non-equilibrium geometry (ωB97M-V with the def2-TZVPD basis set).

Last column: Mulliken charge in e.
Positions of all 41 atoms, in Å:
1 Tc -1.02 0.07 0.57  0.62
2 O -4.07 1.02 3.08  -0.52
3 C -2.95 0.77 2.76  0.60
4 O -2.64 0.19 1.59  -0.77
5 C -1.78 1.00 3.70  0.37
6 C -2.11 1.06 5.05  -0.58
7 C -1.14 1.23 6.03  -0.58
8 C 0.18 1.39 5.67  -0.56
9 C 0.54 1.38 4.33  -0.75
10 C -0.43 1.18 3.35  0.84
11 S 0.18 1.39 1.69  -0.28
12 H -3.16 0.96 5.31  0.48
13 H -1.43 1.25 7.07  0.41
14 H 0.94 1.53 6.43  0.40
15 H 1.57 1.56 4.04  0.43
16 F 2.60 -3.41 -4.06  -0.33
17 C 1.94 -3.05 -2.96  0.34
18 C 2.65 -2.77 -1.80  -0.59
19 C 1.96 -2.39 -0.67  -0.42
20 C 0.56 -2.29 -0.69  0.92
21 C -0.17 -1.80 0.50  -1.89
22 C -0.12 -2.59 -1.86  -0.27
23 C 0.56 -2.97 -3.00  -0.59
24 H 3.73 -2.86 -1.80  0.43
25 H 2.50 -2.17 0.24  0.39
26 H 0.36 -1.97 1.44  0.51
27 H -1.17 -2.28 0.59  0.60
28 H -1.21 -2.54 -1.89  0.44
29 H 0.04 -3.22 -3.92  0.46
30 C -0.49 0.64 -0.96  -0.08
31 C -0.13 1.19 -2.20  1.09
32 C -0.81 2.30 -2.74  -0.54
33 C -0.41 2.81 -3.95  -0.62
34 C 0.65 2.22 -4.64  -0.33
35 C 1.32 1.12 -4.12  -0.75
36 C 0.94 0.60 -2.90  -0.06
37 H -1.63 2.74 -2.19  0.46
38 H -0.92 3.66 -4.38  0.42
39 H 0.96 2.62 -5.60  0.41
40 H 2.14 0.68 -4.67  0.45
41 H 1.44 -0.26 -2.48  0.44

Summary:
- E_HOMO: -11.83 eV
- Relative energy (zero: lowest compared OMol25 entry of this formula, charge and spin): 28.9 kcal/mol
- DFT total energy: -1538.26292 hartree
- Kohn-Sham gap: 6.06 eV
- Charge: +1

***

Entry from the OMol25 dataset: a structure of composition C21H16AuN3OS5 (ωB97M-V with the def2-TZVPD basis set).

Last column: Mulliken spin population.
Positions of all 47 atoms, in Å:
1 Au 0.25 0.51 0.66  0.29
2 S -0.57 6.87 -2.90  0.00
3 C -0.41 5.40 -2.13  0.00
4 S 0.29 4.01 -2.83  0.00
5 C 0.09 2.89 -1.50  0.01
6 C -0.50 3.42 -0.40  -0.02
7 S -0.89 2.64 1.12  0.29
8 S -0.95 5.10 -0.53  0.00
9 S 0.69 1.26 -1.77  0.02
10 O 1.41 -1.77 0.16  -0.01
11 N 0.65 -2.65 -0.36  -0.01
12 C -0.02 -3.54 0.41  0.03
13 C -0.88 -4.45 -0.16  -0.01
14 C -1.08 -4.47 -1.53  0.03
15 C -0.39 -3.54 -2.30  -0.01
16 C 0.46 -2.64 -1.71  0.03
17 H 0.19 -3.45 1.46  0.00
18 H -1.40 -5.14 0.49  0.00
19 H -1.75 -5.19 -1.99  0.00
20 H -0.52 -3.50 -3.37  0.00
21 H 1.01 -1.86 -2.22  0.00
22 N -6.15 -3.86 -0.77  0.00
23 C -5.26 -3.17 -0.58  0.00
24 C -4.12 -2.31 -0.32  0.00
25 C -3.48 -1.67 -1.37  0.00
26 C -2.37 -0.89 -1.06  0.00
27 N -1.91 -0.75 0.17  0.01
28 C -2.55 -1.34 1.18  0.00
29 C -3.67 -2.13 0.99  0.00
30 H -3.82 -1.78 -2.39  0.00
31 H -1.81 -0.35 -1.83  0.00
32 H -2.15 -1.16 2.17  0.00
33 H -4.17 -2.60 1.82  0.00
34 C 1.65 0.66 2.29  0.34
35 C 2.65 1.68 1.90  -0.07
36 C 3.71 1.35 1.05  0.05
37 C 4.63 2.30 0.65  -0.03
38 C 4.52 3.62 1.08  0.05
39 C 3.47 3.96 1.93  -0.02
40 C 2.55 3.00 2.33  0.05
41 H 1.09 0.92 3.18  0.00
42 H 2.05 -0.35 2.32  0.00
43 H 3.78 0.33 0.68  0.00
44 H 5.43 2.02 -0.03  0.00
45 H 5.23 4.36 0.76  0.00
46 H 3.36 4.98 2.27  0.00
47 H 1.72 3.29 2.97  0.00

Summary:
- E_HOMO (alpha / beta): -3.40 / -3.59 eV
- Multiplicity: 2
- Relative energy (zero: lowest compared OMol25 entry of this formula, charge and spin): 13.9 kcal/mol
- DFT total energy: -3175.95901 hartree
- Kohn-Sham gap (alpha / beta): 4.93 / 5.13 eV
- Charge: -1
- ⟨S²⟩: 0.76

***

Entry from the OMol25 dataset: a cluster of 3 separate species, C21H16Br2F2O10 in total in a non-equilibrium geometry (ωB97M-V with the def2-TZVPD basis set).

Last column: Mulliken charge in e.
Positions of all 51 atoms, in Å:
1 O -4.12 -1.70 0.01  -0.51
2 C -3.20 -1.05 -0.54  0.39
3 Br -2.56 0.58 0.44  -0.14
4 C -2.58 -1.56 -1.93  -0.37
5 C -1.02 -1.13 -1.91  0.56
6 C -0.42 -0.27 -2.92  -0.64
7 C 1.14 0.09 -2.71  0.09
8 O 1.95 0.19 -3.66  -0.57
9 C 1.58 0.27 -1.17  0.29
10 C 2.61 1.30 -0.68  -0.58
11 C 2.93 1.42 0.85  0.85
12 C 3.97 2.54 1.29  -0.88
13 C 3.39 4.06 0.71  0.19
14 C 2.56 4.95 1.87  -0.63
15 O 1.89 4.18 0.62  -0.33
16 C 2.25 0.54 1.94  -0.69
17 C 1.22 -0.52 1.44  -0.14
18 Br 0.28 -1.68 2.75  -0.13
19 C 0.90 -0.64 -0.06  0.55
20 C -0.19 -1.68 -0.64  0.30
21 O -0.36 -2.84 -0.19  -0.56
22 H -3.15 -1.04 -2.78  0.42
23 H -2.64 -2.71 -2.01  0.20
24 H -1.04 0.14 -3.79  0.33
25 H 3.13 1.97 -1.45  0.29
26 H 4.01 2.76 2.40  0.33
27 H 4.99 2.39 0.79  0.35
28 H 4.08 4.66 -0.06  0.25
29 H 1.81 4.42 2.54  0.20
30 H 2.04 5.92 1.54  0.36
31 H 2.44 0.62 3.06  0.27
32 C 1.52 -3.86 -4.05  -0.36
33 C 0.07 -3.91 -3.68  0.64
34 O -0.34 -5.18 -4.14  -0.36
35 C 0.78 -5.96 -4.07  0.53
36 O 0.76 -7.16 -4.12  -0.51
37 O 1.91 -5.22 -3.93  -0.33
38 F -0.63 -2.96 -4.34  -0.28
39 H 1.68 -3.52 -5.08  0.26
40 H 2.10 -3.22 -3.38  0.25
41 H -0.12 -3.82 -2.61  0.13
42 C -3.54 1.56 5.29  -0.46
43 C -4.48 1.80 4.16  0.34
44 O -3.72 2.61 3.28  -0.25
45 C -2.43 2.25 3.49  0.58
46 O -1.53 2.52 2.74  -0.48
47 O -2.28 1.54 4.64  -0.28
48 F -5.56 2.51 4.57  -0.29
49 H -3.55 2.36 6.04  0.28
50 H -3.73 0.61 5.80  0.27
51 H -4.81 0.90 3.64  0.28

Summary:
- E_HOMO: -9.26 eV
- Relative energy (zero: lowest compared OMol25 entry of this formula, charge and spin): 195.9 kcal/mol
- DFT total energy: -6909.65023 hartree
- Kohn-Sham gap: 7.68 eV
- Charge: 0
- SMILES: O=C(Br)CC1=CC(=O)c2cc(C[C@@H]3CO3)cc(Br)c2C1=O.O=C1OC[C@@H](F)O1.O=C1OC[C@@H](F)O1